Entry from OMol25: C8H8Br15FO3 as an isolated structure at a distorted geometry (the ωB97M-V functional and the def2-TZVPD basis).

Summary:
HOMO energy: -9.82 eV
multiplicity: 1
charge: 0

Cartesian coordinates (Å):
C 9.11 12.44 6.57
C 8.96 12.94 7.98
O 10.10 12.47 8.64
C 10.58 11.36 7.92
O 11.35 10.59 8.36
O 9.98 11.27 6.71
F 7.91 12.29 8.59
H 9.55 13.30 5.96
H 8.18 12.01 6.17
H 8.82 14.02 8.06
C 13.44 12.32 10.34
Br 12.35 12.75 11.95
Br 15.12 11.44 11.01
Br 13.89 13.79 9.21
H 12.89 11.56 9.76
C 12.19 8.07 9.57
Br 11.97 6.25 9.91
Br 13.92 8.59 8.89
Br 11.73 9.26 11.20
H 11.50 8.46 8.81
C 6.63 16.00 4.91
Br 6.90 17.65 5.80
Br 6.16 14.63 6.17
Br 8.00 15.44 3.68
H 5.72 16.14 4.32
C 6.62 9.33 9.55
Br 6.67 9.31 7.62
Br 5.43 10.58 10.31
Br 8.48 9.30 10.24
H 6.22 8.35 9.85
C 9.88 17.55 8.34
Br 9.69 16.53 10.08
Br 10.99 16.44 7.12
Br 10.38 19.38 8.56
H 8.92 17.51 7.90

Entry from OMol25: one molecule with the formula C8H8Br2O at a distorted geometry (the ωB97M-V functional and the def2-TZVPD basis).

Summary:
SMILES: O/C(Br)=C1\C=CC=C[C@H]1CBr
HOMO energy: -8.16 eV
multiplicity: 1
charge: 0
ΔE to the lowest compared entry with this formula, charge and spin: 65.7 kJ/mol

Cartesian coordinates (Å):
O -2.85 0.74 1.60
C -2.32 0.13 0.52
Br -3.57 -0.59 -0.71
C -0.93 -0.12 0.44
C -0.06 0.66 1.35
C 1.02 1.36 0.91
C 1.42 1.34 -0.53
C 0.84 0.46 -1.30
C -0.15 -0.61 -0.82
C 0.79 -1.81 -0.75
Br 2.30 -1.73 0.56
H -2.10 1.32 1.78
H -0.24 0.46 2.40
H 1.82 1.89 1.42
H 2.29 1.88 -0.80
H 1.26 0.21 -2.24
H -0.90 -0.94 -1.49
H 0.14 -2.73 -0.52
H 1.25 -1.91 -1.79

Entry from OMol25: a 5-piece molecular cluster, C8H8Cl13IO2 overall at a distorted geometry (the ωB97M-V functional and the def2-TZVPD basis).

Summary:
SMILES: O=C1OC[C@@H](Cl)[C@H]1I.ClC(Cl)Cl.ClC(Cl)Cl.ClC(Cl)Cl.ClC(Cl)Cl
HOMO energy: -10.14 eV
multiplicity: 1
charge: 0

Cartesian coordinates (Å):
O -1.26 -1.69 -2.66
C -2.34 -1.41 -3.40
O -3.60 -2.19 -3.62
C -4.78 -1.28 -3.77
C -4.17 0.24 -3.59
Cl -3.76 0.59 -1.78
C -2.70 -0.07 -4.33
I -1.24 1.56 -4.45
H -5.56 -1.67 -2.96
H -5.18 -1.24 -4.89
H -4.69 1.15 -4.11
H -3.07 -0.60 -5.33
Cl 1.07 0.09 0.99
C 0.79 0.74 -0.63
Cl -0.25 2.17 -0.56
Cl 2.32 1.13 -1.43
H 0.28 -0.02 -1.22
Cl 2.75 -4.30 3.74
C 1.65 -3.42 2.66
Cl 1.19 -1.86 3.37
Cl 2.39 -3.20 1.07
H 0.74 -4.02 2.54
Cl -0.74 0.88 5.01
C 0.91 1.54 5.05
Cl 0.92 3.22 4.49
Cl 1.60 1.42 6.67
H 1.53 0.95 4.36
Cl 6.03 2.31 0.32
C 5.02 2.37 1.77
Cl 3.49 1.51 1.51
Cl 5.89 1.69 3.16
H 4.79 3.42 1.99

Number 1: HOMO-LUMO gap 9.21 eV. Number 2: HOMO-LUMO gap 8.36 eV. Number 3: HOMO-LUMO gap 9.85 eV.